Computed, not measured: a structure of composition C13H5Br4Cl5IrN5O4, with the ωB97M-V functional and the def2-TZVPD basis.

Positions of all 37 atoms, in Å:
Ir: 0.195 0.663 -0.268
Br: -3.422 -4.484 2.463
C: -2.283 -2.998 2.243
C: -1.683 -2.389 3.342
Br: -1.987 -3.047 5.081
C: -0.851 -1.283 3.158
Br: -0.017 -0.392 4.591
C: -0.609 -0.775 1.885
O: 0.149 0.305 1.689
C: -1.198 -1.414 0.775
O: -0.957 -0.913 -0.455
C: -2.036 -2.500 0.964
Br: -2.795 -3.261 -0.588
N: -0.043 0.742 -2.355
N: -1.031 1.668 -2.759
C: -1.921 2.148 -1.837
N: -2.929 2.869 -2.316
N: -1.667 1.853 -0.574
N: -2.522 2.343 0.422
O: -3.417 3.127 0.115
O: -2.242 2.017 1.536
H: 0.816 0.929 -2.863
H: -0.355 -0.218 -2.534
H: -1.311 1.639 -3.727
H: -3.017 3.048 -3.300
H: -3.575 3.260 -1.644
Cl: 1.646 -2.704 -0.922
C: 2.630 -1.336 -0.555
C: 2.029 -0.112 -0.303
C: 2.881 0.945 -0.046
Cl: 1.922 2.413 0.176
C: 4.255 0.889 0.007
Cl: 5.183 2.290 0.345
C: 4.835 -0.358 -0.231
Cl: 6.545 -0.517 -0.178
C: 4.025 -1.461 -0.516
Cl: 4.757 -2.985 -0.823

Computed properties:
- LUMO energy: -0.0323 Eh
- Kohn-Sham gap: 6.42 eV
- Spin multiplicity: 1
- E_HOMO: -7.3 eV
- DFT total energy: -374820.0534 eV
- Largest force on an atom: 0.7 eV/A

Computed, not measured: the molecule C3H4N2O, with the ωB97M-V functional and the def2-TZVPD basis.

Positions of all 10 atoms, in Å:
O: -0.340 2.027 0.243
C: -0.675 1.355 -0.820
C: 0.328 0.364 -1.260
N: 0.714 -0.723 -0.701
C: 0.171 -1.143 0.518
N: -1.065 -1.051 0.793
H: 0.503 1.733 0.650
H: 0.708 0.563 -2.269
H: 0.920 -1.629 1.155
H: -1.263 -1.496 1.689

Computed properties:
- LUMO energy: -0.0082 Eh
- Kohn-Sham gap: 8.64 eV
- Spin multiplicity: 1
- E_HOMO: -8.9 eV
- DFT total energy: -8199.5397 eV
- Largest force on an atom: 0.4 eV/A

Computed, not measured: the molecule C10H9NO in a non-equilibrium geometry, with the ωB97M-V functional and the def2-TZVPD basis.

Positions of all 21 atoms, in Å:
C: 3.644 -0.128 0.052
C: 2.098 0.031 -0.246
C: 1.401 -1.228 -0.055
C: -0.736 -0.560 -0.346
C: -2.110 -0.858 -0.178
C: -3.130 0.032 0.021
C: -2.657 1.421 0.050
C: -1.313 1.967 -0.160
C: -0.263 0.830 -0.261
C: 1.171 1.108 -0.069
H: 4.025 0.883 0.302
H: 3.909 -0.844 1.013
H: 4.352 -0.575 -0.738
H: 1.952 -2.145 0.212
H: -3.094 -2.659 0.454
H: -4.157 -0.322 0.607
H: -3.592 2.035 -0.078
H: -0.844 2.857 -0.206
H: 1.419 2.099 -0.028
N: 0.156 -1.655 -0.215
O: -2.228 -2.288 -0.132

Computed properties:
- LUMO energy: 0.0004 Eh
- Kohn-Sham gap: 8.37 eV
- Spin multiplicity: 1
- SMILES: Cc1cnc2c(O)cccc2c1
- E_HOMO: -8.4 eV
- DFT total energy: -14049.3529 eV
- Largest force on an atom: 9.2 eV/A

Computed, not measured: the molecule C3H5N3S in a non-equilibrium geometry, with the ωB97M-V functional and the def2-TZVPD basis.

Positions of all 12 atoms, in Å:
C: -1.196 0.419 0.039
C: 1.081 0.719 0.395
C: -0.059 -1.711 -0.541
N: -0.919 1.653 0.329
N: -0.196 -0.461 0.092
N: 0.460 1.807 0.521
S: 1.001 3.198 1.055
H: -2.108 0.125 -0.250
H: 2.086 0.322 0.636
H: -0.660 -2.497 0.008
H: -0.393 -1.450 -1.517
H: 0.904 -2.124 -0.767

Computed properties:
- LUMO energy: 0.0105 Eh
- Kohn-Sham gap: 8.09 eV
- Spin multiplicity: 1
- SMILES: Cn1cn[n+]([S-])c1
- E_HOMO: -7.8 eV
- DFT total energy: -18493.3420 eV
- Largest force on an atom: 7.5 eV/A